The following is a quantum chemistry calculation of the molecule CN2O3 at a distorted geometry, from the Open Molecules 2025 dataset.

CARTESIAN COORDINATES (ANGSTROEM)
1 N 1.93 -1.24 0.34
2 C 1.07 -0.51 0.51
3 O 0.16 0.32 0.80
4 N -0.87 0.46 -0.34
5 O -1.75 1.16 -0.08
6 O -0.54 -0.19 -1.24

Properties
HOMO = -11.8 eV
LUMO = -0.680 eV
Kohn-Sham gap = 11.2 eV
SMILES = N#CO[N+](=O)[O-]
ΔE to the lowest compared entry with this formula, charge and spin = 433.2 kJ/mol